No. 1
ORCA calculation (ωB97M-V with the def2-TZVPD basis set) on a cluster of 10 separate species, C39H50N2O29 in total.

As for the structure (SMILES): CCCCNc1ccc2c(c1)C(=O)NC2=O.O=C1OCCO1.O=C1OCCO1.O=C1OCCO1.O=C1OCCO1.O=C1OCCO1.O=C1OCCO1.O=C1OCCO1.O=C1OCCO1.O=C1OCCO1.

Cartesian coordinates (Å):
C (2.3496, -3.7135, 0.0526)
C (2.7108, -2.6028, -0.9622)
C (3.3466, -1.3624, -0.3330)
C (2.5247, -0.6568, 0.7360)
N (1.3733, 0.0700, 0.1961)
C (0.1671, -0.6245, -0.0293)
C (-0.6209, -0.1922, -1.1134)
C (-1.8240, -0.7853, -1.4395)
C (-2.2386, -1.8648, -0.6708)
C (-1.4813, -2.2809, 0.4147)
C (-0.2910, -1.6747, 0.7648)
C (-2.2010, -3.4017, 1.0710)
O (-1.9933, -3.9054, 2.1438)
N (-3.3107, -3.7905, 0.2102)
C (-3.4337, -2.7296, -0.7865)
O (-4.3645, -2.6261, -1.5341)
H (2.7718, -4.6673, -0.2652)
H (2.7266, -3.4695, 1.0457)
H (1.2696, -3.8610, 0.0995)
H (1.8554, -2.3507, -1.5938)
H (3.4640, -3.0240, -1.6340)
H (3.6606, -0.6520, -1.0960)
H (4.2639, -1.6947, 0.1669)
H (3.1752, 0.0957, 1.1833)
H (2.2764, -1.3536, 1.5455)
H (1.2003, 0.9283, 0.7016)
H (-0.2857, 0.6447, -1.7136)
H (-2.4153, -0.4464, -2.2803)
H (0.2699, -2.0258, 1.6206)
H (-2.9576, -4.6040, -0.2991)
O (5.5885, 0.3552, 1.8592)
C (5.4517, 1.4753, 2.2336)
O (6.2178, 2.5168, 1.8404)
C (5.6070, 3.7282, 2.3038)
C (4.7808, 3.2384, 3.4782)
O (4.5028, 1.8831, 3.1045)
H (6.3703, 4.4506, 2.5777)
H (4.9909, 4.1370, 1.5020)
H (5.3449, 3.2335, 4.4120)
H (3.8534, 3.7865, 3.6184)
O (-0.2621, 2.8220, -0.0281)
C (-1.3243, 3.0804, -0.5027)
O (-2.4767, 3.1101, 0.1958)
C (-3.4928, 3.7012, -0.6316)
C (-2.9514, 3.4381, -2.0231)
O (-1.5328, 3.3936, -1.7957)
H (-4.4558, 3.2433, -0.4390)
H (-3.5520, 4.7638, -0.3962)
H (-3.2733, 2.4741, -2.4195)
H (-3.1903, 4.2193, -2.7388)
O (0.7320, 7.3423, 3.1771)
C (0.0249, 6.3879, 3.1974)
O (0.3331, 5.2163, 3.8029)
C (-0.8376, 4.3906, 3.8141)
C (-1.6343, 4.9497, 2.6531)
O (-1.1944, 6.3174, 2.6197)
H (-0.5634, 3.3472, 3.6852)
H (-1.3454, 4.5173, 4.7718)
H (-1.3717, 4.4750, 1.7150)
H (-2.7104, 4.9023, 2.7991)
O (-4.5028, -9.6580, 1.3111)
C (-4.4971, -8.5609, 1.7743)
O (-3.6719, -7.5697, 1.3871)
C (-4.1052, -6.3448, 2.0063)
C (-4.8684, -6.8588, 3.2102)
O (-5.3193, -8.1438, 2.7605)
H (-3.2550, -5.7139, 2.2449)
H (-4.7522, -5.8114, 1.3098)
H (-4.2280, -7.0002, 4.0825)
H (-5.7157, -6.2375, 3.4855)
O (11.8049, -1.8753, 0.0154)
C (10.7138, -1.4701, 0.2529)
O (9.5679, -2.0615, -0.1606)
C (8.4670, -1.4189, 0.5015)
C (9.0448, -0.0693, 0.8454)
O (10.4450, -0.3541, 0.9718)
H (7.6045, -1.3506, -0.1565)
H (8.2032, -1.9982, 1.3878)
H (8.9061, 0.6577, 0.0436)
H (8.6530, 0.3423, 1.7708)
O (5.8639, -1.3956, -2.0704)
C (6.4942, -2.1199, -2.7707)
O (7.8101, -1.9683, -3.0384)
C (8.2704, -3.1488, -3.7068)
C (6.9905, -3.6925, -4.3123)
O (5.9979, -3.2063, -3.4024)
H (9.0236, -2.8890, -4.4452)
H (8.7072, -3.8193, -2.9655)
H (6.7887, -3.2799, -5.3021)
H (6.9559, -4.7772, -4.3595)
O (-4.8328, -15.4018, -2.0879)
C (-4.8433, -14.3168, -1.6060)
O (-4.0156, -13.3066, -1.9633)
C (-4.4740, -12.1023, -1.3368)
C (-5.2488, -12.6347, -0.1493)
O (-5.6831, -13.9159, -0.6241)
H (-3.6330, -11.4754, -1.0564)
H (-5.1095, -11.5618, -2.0404)
H (-4.6163, -12.7753, 0.7274)
H (-6.1002, -12.0181, 0.1212)
O (-6.0047, 4.6927, 0.7637)
C (-6.2756, 5.7348, 0.2496)
O (-6.3577, 6.9075, 0.8982)
C (-6.4346, 7.9667, -0.0777)
C (-6.9965, 7.2343, -1.2805)
O (-6.5168, 5.8927, -1.0665)
H (-7.0804, 8.7619, 0.2829)
H (-5.4373, 8.3615, -0.2409)
H (-8.0880, 7.2114, -1.2762)
H (-6.6497, 7.6126, -2.2306)
O (-5.4741, 9.4953, -2.3242)
C (-4.6689, 10.3752, -2.3310)
O (-4.2297, 11.0074, -3.4331)
C (-3.4478, 12.1386, -3.0232)
C (-3.0082, 11.7321, -1.6287)
O (-4.0752, 10.8625, -1.2238)
H (-2.6246, 12.2932, -3.7142)
H (-4.0894, 13.0204, -3.0194)
H (-2.0781, 11.1630, -1.6310)
H (-2.9207, 12.5639, -0.9363)

Cartesian forces, eV/Å:
C -0.172 0.230 -0.475
C 0.365 -0.313 -0.060
C -0.058 -0.324 0.367
C 0.193 0.332 -0.019
N 0.062 -0.372 0.245
C -0.113 0.299 -0.170
C -0.242 0.174 -0.107
C -0.185 -0.204 0.127
C 0.086 0.122 0.214
C -0.252 0.068 -0.086
C 0.147 -0.099 0.031
C -0.180 -0.013 0.214
O 0.204 0.048 -0.421
N 0.842 0.489 -0.286
C -0.030 -0.071 -0.059
O 0.202 -0.140 0.035
H 0.061 0.009 0.141
H -0.036 -0.150 0.058
H 0.020 0.031 0.232
H -0.058 0.072 0.102
H -0.078 0.172 -0.134
H -0.120 0.015 -0.013
H 0.014 0.076 -0.069
H -0.080 -0.044 0.064
H -0.116 0.025 -0.011
H -0.051 0.179 -0.288
H 0.275 -0.066 0.105
H 0.014 0.004 -0.008
H -0.018 0.029 -0.009
H -0.706 -0.375 0.190
O 0.138 -0.080 0.012
C -0.039 0.039 -0.027
O 0.028 0.011 0.016
C -0.059 0.113 0.022
C 0.006 0.137 0.045
O -0.011 -0.004 -0.004
H 0.093 -0.097 -0.015
H -0.021 -0.020 0.005
H 0.020 -0.010 -0.013
H -0.071 -0.099 -0.054
O 0.110 0.010 0.088
C -0.031 0.010 0.042
O -0.049 -0.077 -0.116
C -0.081 -0.017 -0.166
C -0.125 0.015 -0.010
O -0.035 -0.065 -0.027
H 0.045 -0.059 0.131
H 0.019 0.011 -0.019
H 0.023 -0.017 0.028
H 0.135 0.046 0.008
O 0.043 0.029 -0.005
C -0.018 0.000 -0.035
O 0.008 -0.025 0.018
C -0.116 -0.106 0.037
C -0.029 -0.003 0.111
O -0.022 -0.030 0.032
H 0.131 0.042 -0.041
H -0.002 0.027 -0.008
H 0.070 -0.028 -0.033
H 0.001 0.145 -0.002
O -0.024 -0.133 -0.094
C -0.011 0.020 -0.001
O 0.023 0.049 -0.011
C -0.168 0.038 0.059
C 0.119 0.121 0.100
O -0.004 0.006 0.023
H 0.044 -0.168 0.026
H -0.020 -0.034 -0.021
H 0.016 -0.022 -0.018
H -0.098 -0.105 -0.065
O 0.065 -0.023 -0.021
C -0.024 0.011 -0.001
O -0.012 0.075 0.068
C -0.306 -0.055 -0.018
C -0.103 0.231 0.041
O -0.042 -0.094 -0.056
H 0.087 -0.086 -0.116
H 0.041 0.003 0.009
H 0.002 -0.024 -0.019
H 0.132 -0.022 0.060
O 0.021 0.013 0.016
C 0.090 0.045 -0.006
O -0.053 -0.065 -0.044
C 0.147 -0.087 -0.035
C 0.080 -0.038 -0.082
O -0.025 -0.019 -0.014
H -0.017 0.129 0.032
H -0.026 -0.005 0.011
H 0.008 0.021 0.010
H -0.087 0.001 0.107
O 0.001 -0.048 -0.022
C 0.000 0.020 0.012
O -0.005 0.019 -0.009
C -0.003 0.148 0.057
C 0.045 0.162 0.075
O -0.002 0.020 0.017
H 0.072 -0.095 -0.019
H -0.021 -0.020 0.002
H 0.010 -0.010 -0.007
H -0.083 -0.105 -0.030
O -0.041 -0.018 0.026
C 0.030 -0.026 0.060
O -0.050 0.141 0.070
C -0.094 -0.100 -0.008
C -0.146 -0.002 0.043
O -0.018 0.033 -0.071
H -0.028 -0.082 0.119
H 0.047 -0.044 -0.061
H 0.006 -0.029 0.064
H 0.155 -0.094 -0.027
O 0.103 0.247 -0.179
C -0.030 -0.058 0.012
O 0.011 0.040 -0.024
C 0.067 0.108 0.033
C 0.102 0.067 -0.034
O 0.038 0.030 0.032
H -0.030 -0.125 -0.062
H -0.013 -0.009 0.020
H -0.007 -0.014 -0.020
H -0.122 -0.039 0.060

***

No. 2
ORCA calculation (ωB97M-V with the def2-TZVPD basis set) on a cluster of 7 separate species, C39H51F23N3O13 in total.

The relative energy (zero: lowest compared OMol25 entry of this formula, charge and spin) comes out at 0.00 kJ/mol. Its net charge is +1.

Cartesian coordinates (Å):
C (1.4210, -6.4908, 3.1146)
C (0.2394, -5.6266, 2.7388)
N (0.6482, -4.3949, 1.9719)
C (0.0169, -3.2057, 2.5690)
C (0.5144, -1.9340, 1.8721)
N (-0.5681, -1.0555, 1.3667)
C (-1.5490, -0.6891, 2.1753)
C (-2.5847, 0.1112, 1.6892)
C (-3.7645, 0.4339, 2.5575)
C (-4.4473, -0.8744, 2.9717)
C (-4.9943, -1.6409, 1.7564)
C (-6.3084, -2.3064, 2.0501)
F (-6.1910, -3.0558, 3.1663)
F (-7.2670, -1.3883, 2.2755)
C (-6.7633, -3.2456, 0.8799)
F (-6.9724, -4.4682, 1.3164)
F (-7.8551, -2.7993, 0.2998)
F (-5.8069, -3.3073, -0.0474)
C (-2.4556, 0.5312, 0.3797)
C (-1.3835, 0.1034, -0.3903)
N (-0.4608, -0.6953, 0.1016)
C (0.2793, -4.6384, 0.6104)
C (-0.8936, -3.9629, -0.0573)
O (0.9148, -5.4203, -0.0263)
H (1.7197, -7.1613, 2.3200)
H (2.2449, -5.8602, 3.4237)
H (1.1474, -7.1070, 3.9662)
H (-0.2768, -5.3207, 3.6435)
H (-0.4932, -6.1844, 2.1609)
H (-1.0697, -3.3011, 2.5599)
H (0.3578, -3.1778, 3.5951)
H (1.0803, -1.3278, 2.5702)
H (1.1728, -2.1536, 1.0454)
H (-1.5283, -1.0402, 3.1911)
H (-3.4031, 0.8977, 3.4668)
H (-4.4610, 1.0797, 2.0399)
H (-5.2068, -0.6980, 3.7224)
H (-3.7031, -1.5172, 3.4309)
H (-4.3029, -2.4254, 1.4679)
H (-5.0968, -0.9618, 0.9157)
H (-3.1972, 1.1771, -0.0573)
H (-1.3019, 0.4027, -1.4183)
H (-1.6146, -3.5026, 0.6105)
H (-0.5032, -3.2068, -0.7301)
H (-1.4108, -4.7197, -0.6324)
C (3.3215, 3.7670, -2.0589)
C (2.3288, 4.8267, -2.4783)
O (1.0117, 4.2635, -2.7218)
C (0.2911, 3.9702, -1.6688)
O (0.5921, 4.1227, -0.5196)
C (-1.0706, 3.4266, -2.1522)
F (-0.9010, 2.4911, -3.0908)
F (-1.8037, 4.4076, -2.6667)
F (-1.7923, 2.8345, -1.1742)
H (3.3687, 2.9732, -2.8047)
H (4.3100, 4.2107, -1.9555)
H (3.0462, 3.3185, -1.1054)
H (2.6171, 5.2695, -3.4272)
H (2.2458, 5.6265, -1.7436)
C (2.7595, -5.0575, -2.5175)
C (3.8792, -4.0617, -2.7147)
O (4.1078, -3.7608, -4.1098)
C (3.2338, -2.9457, -4.6667)
O (2.2925, -2.4213, -4.1451)
C (3.6211, -2.6949, -6.1367)
F (3.8696, -3.8357, -6.7774)
F (4.7269, -1.9323, -6.1798)
F (2.6490, -2.0522, -6.7709)
H (2.9647, -5.9740, -3.0718)
H (2.6617, -5.2980, -1.4661)
H (1.8088, -4.6625, -2.8716)
H (4.8213, -4.4665, -2.3539)
H (3.6908, -3.1290, -2.1827)
C (6.2260, 0.5987, -7.1761)
C (6.5367, 0.7034, -5.7001)
O (7.8291, 1.2954, -5.4561)
C (7.8990, 2.6098, -5.5828)
O (7.0082, 3.3598, -5.8505)
C (9.3359, 3.0796, -5.2806)
F (10.2290, 2.3563, -5.9592)
F (9.5867, 2.9413, -3.9712)
F (9.4821, 4.3560, -5.6068)
H (7.0086, 0.0400, -7.6902)
H (5.2777, 0.0917, -7.3229)
H (6.1623, 1.5815, -7.6404)
H (6.5942, -0.2860, -5.2537)
H (5.7754, 1.2703, -5.1642)
C (-0.6288, 7.9287, 1.0345)
C (0.4858, 7.0065, 1.4795)
O (1.7855, 7.5299, 1.1359)
C (2.2403, 8.5077, 1.9043)
O (1.7015, 8.9878, 2.8555)
C (3.6372, 8.9367, 1.4133)
F (3.6337, 9.1439, 0.0923)
F (4.5242, 7.9696, 1.6842)
F (4.0198, 10.0488, 2.0200)
H (-0.5555, 8.1256, -0.0357)
H (-1.5958, 7.4710, 1.2441)
H (-0.5826, 8.8855, 1.5517)
H (0.4250, 6.0525, 0.9628)
H (0.4469, 6.8122, 2.5455)
C (-3.9255, -5.7552, 1.1737)
C (-4.0917, -6.1392, -0.2795)
O (-2.8139, -6.3651, -0.9059)
C (-2.2142, -7.5145, -0.6204)
O (-2.6256, -8.3845, 0.0840)
C (-0.8670, -7.5852, -1.3661)
F (-0.1718, -6.4545, -1.1830)
F (-1.0818, -7.7414, -2.6754)
F (-0.1472, -8.6031, -0.9221)
H (-3.2623, -4.8885, 1.2558)
H (-4.8837, -5.5068, 1.6198)
H (-3.4816, -6.5652, 1.7502)
H (-4.5390, -5.3258, -0.8450)
H (-4.7264, -7.0162, -0.3969)
C (-4.4865, 6.3126, 6.8679)
C (-4.9277, 5.9236, 5.4755)
O (-3.8701, 5.2459, 4.7480)
C (-3.6533, 3.9882, 5.0611)
O (-4.2324, 3.3050, 5.8517)
C (-2.5023, 3.4451, 4.1939)
F (-1.4502, 4.2511, 4.1984)
F (-2.9137, 3.2923, 2.9203)
F (-2.1028, 2.2477, 4.6334)
H (-3.5869, 6.9267, 6.8244)
H (-5.2755, 6.8798, 7.3585)
H (-4.2660, 5.4365, 7.4755)
H (-5.1484, 6.8059, 4.8810)
H (-5.8151, 5.2926, 5.4865)

Cartesian forces, eV/Å:
C -0.261 -0.180 0.265
C 0.571 0.190 0.056
N -1.506 0.061 0.295
C 0.630 -0.588 -0.404
C -0.055 0.208 0.300
N 0.169 -0.081 -0.226
C -0.379 0.305 -0.460
C 0.022 0.295 -0.231
C 0.245 -0.793 0.337
C 0.083 -0.315 -0.424
C 0.258 0.317 0.457
C 0.164 0.004 -0.364
F 0.006 -0.156 0.262
F -0.191 0.116 0.063
C -0.105 0.408 0.392
F -0.264 -0.715 0.215
F -0.501 0.235 -0.224
F 0.461 -0.059 -0.566
C -0.423 -0.015 0.365
C -0.078 -0.221 0.648
N 0.374 -0.133 -0.166
C 0.576 0.474 0.091
C -0.029 0.330 0.271
O 2.776 2.044 2.314
H 0.204 0.086 -0.272
H 0.259 0.052 -0.055
H -0.031 -0.176 0.123
H -0.048 0.269 0.149
H -0.126 -0.178 -0.119
H -0.256 0.272 0.106
H -0.117 -0.021 0.293
H 0.118 0.141 0.111
H -0.054 -0.044 -0.308
H 0.170 -0.126 0.193
H -0.074 0.314 0.021
H -0.051 0.278 -0.052
H -0.200 0.184 0.047
H 0.039 -0.067 0.398
H 0.166 -0.055 -0.148
H -0.262 -0.054 -0.273
H -0.150 0.114 -0.077
H 0.311 -0.098 -0.251
H -0.049 0.127 0.140
H -0.003 0.131 -0.238
H 0.033 0.114 -0.149
C -0.200 -0.224 0.046
C 0.433 0.224 0.007
O -0.027 -0.042 -0.192
C 0.240 0.200 0.099
O -0.335 -0.209 0.182
C -0.343 -0.292 -0.246
F 0.102 -0.096 -0.122
F -0.027 0.066 0.101
F 0.334 0.473 0.114
H 0.063 0.053 -0.058
H 0.010 0.037 -0.034
H 0.015 0.074 0.047
H -0.137 -0.043 -0.077
H -0.113 -0.078 0.088
C 0.039 0.016 -0.441
C 0.012 -0.122 0.448
O -0.021 -0.006 -0.051
C 0.034 -0.013 0.119
O -0.042 0.068 -0.005
C -0.085 -0.040 -0.056
F 0.037 0.023 -0.014
F 0.012 -0.082 0.005
F -0.004 0.033 -0.022
H 0.054 -0.024 0.055
H 0.015 -0.049 0.122
H -0.024 0.054 0.069
H 0.074 0.004 -0.162
H -0.072 0.047 -0.089
C 0.280 0.268 -0.159
C -0.378 -0.280 -0.018
O 0.059 -0.006 -0.030
C -0.067 -0.101 0.051
O -0.052 0.076 0.006
C -0.011 0.014 -0.065
F 0.046 0.021 0.016
F 0.033 0.000 0.029
F 0.041 0.036 0.015
H -0.043 -0.088 0.033
H -0.045 -0.042 0.014
H -0.037 0.043 0.063
H 0.146 0.013 0.048
H 0.053 0.132 -0.041
C 0.144 0.202 -0.052
C -0.373 -0.210 -0.107
O 0.022 -0.031 -0.102
C -0.071 -0.069 0.060
O 0.019 0.028 0.023
C -0.061 0.043 0.027
F 0.055 0.017 -0.028
F 0.051 -0.012 -0.020
F 0.058 0.023 -0.005
H -0.050 -0.077 -0.018
H 0.016 -0.033 -0.013
H -0.018 -0.031 0.069
H 0.130 0.008 -0.055
H 0.067 0.111 0.221
C 0.334 -0.005 0.105
C -0.424 0.153 0.134
O -0.058 0.002 -0.100
C -0.002 -0.202 -0.041
O -0.027 0.007 0.065
C -0.081 0.060 -0.188
F -2.412 -2.916 -2.522
F -0.053 -0.106 -0.187
F 0.076 -0.065 0.024
H -0.111 0.009 0.006
H -0.061 -0.025 -0.008
H -0.048 -0.065 -0.014
H 0.093 -0.009 -0.080
H 0.146 -0.113 0.020
C 0.249 -0.154 -0.007
C -0.330 0.287 0.195
O 0.056 0.016 -0.031
C -0.116 0.101 0.019
O -0.043 -0.107 0.002
C 0.132 0.071 0.038
F 0.113 0.119 -0.070
F 0.026 0.042 -0.070
F 0.027 -0.101 0.042
H -0.057 0.077 -0.013
H -0.022 0.026 -0.025
H -0.080 -0.031 0.005
H 0.106 -0.037 -0.111
H 0.086 -0.138 0.017

***

| no. | frontier orbital gap (eV) | HOMO (Eh) | energy (eV) |
| --- | --- | --- | --- |
| 1 | 8.3 | -0.3190 | -103613.064 |
| 2 | 7.8 | -0.4531 | -134854.800 |